Entry 1:
{
  "formula": "C37H41IN3O2PSe2W",
  "method": "wB97M-V/def2-TZVPD",
  "e_tot_ev": -197508.2176,
  "e_homo_ev": -6.798,
  "e_above_lowest_kcal_mol": 29.9,
  "largest_force_ev_per_a": 0.98,
  "charge": 0,
  "orbital_gap_ev": 6.2,
  "species": ["W", "I", "Se", "Se", "P", "O", "O", "N", "N", "N", "C", "C", "C", "C", "C", "C", "C", "C", "C", "C", "C", "C", "C", "C", "C", "C", "C", "C", "C", "C", "C", "C", "C", "C", "C", "C", "C", "C", "C", "C", "C", "C", "C", "C", "C", "C", "C", "H", "H", "H", "H", "H", "H", "H", "H", "H", "H", "H", "H", "H", "H", "H", "H", "H", "H", "H", "H", "H", "H", "H", "H", "H", "H", "H", "H", "H", "H", "H", "H", "H", "H", "H", "H", "H", "H", "H", "H", "H"],
  "coordinates": [[-0.443, 0.211, -0.402], [-2.984, 0.623, 0.986], [-2.112, -1.732, -0.971], [1.209, -1.315, -1.668], [-0.167, -1.625, 1.835], [-0.088, -5.065, -3.759], [-2.953, -1.872, -4.278], [1.150, 1.995, -1.278], [-0.053, 1.930, 1.116], [-1.275, 1.183, -1.593], [0.480, 4.211, 1.554], [1.471, -0.887, 1.844], [-1.973, -1.191, 5.508], [-1.213, 2.296, -3.762], [0.085, -3.351, 1.320], [-1.310, -2.119, 6.297], [0.442, 3.113, 0.711], [-1.375, -3.169, -2.067], [1.617, 4.323, -1.175], [-0.786, -3.985, -4.366], [-1.558, -1.654, -4.119], [-0.010, -2.805, 4.391], [1.076, 3.161, -0.645], [3.892, 0.327, 1.421], [1.602, -0.085, 0.700], [-3.331, 1.261, -2.901], [-0.894, -5.517, 0.901], [1.771, 1.926, -2.449], [0.337, -5.989, 0.456], [0.654, -2.340, -3.240], [2.272, 4.255, -2.396], [-2.379, 3.300, -1.787], [2.360, 3.036, -3.041], [-0.791, -2.776, -3.422], [-0.306, 2.829, 3.320], [1.437, -5.146, 0.446], [-1.646, -1.063, 4.163], [3.705, -0.416, 2.583], [2.868, 0.485, 0.498], [2.488, -1.040, 2.785], [1.312, -3.830, 0.879], [-0.377, 1.795, 2.405], [-1.019, -4.205, 1.325], [-2.041, 1.989, -2.510], [0.084, 4.074, 2.875], [-0.645, -1.849, 3.596], [-0.335, -2.932, 5.732], [-0.313, -3.702, -5.315], [2.330, -1.643, 3.671], [-3.100, 3.865, -2.383], [-1.453, -0.747, -3.527], [2.706, 5.147, -2.829], [0.433, -7.011, 0.113], [0.726, -3.467, 3.952], [-2.824, 3.088, -0.815], [-1.102, -1.477, -5.104], [-1.757, -6.169, 0.905], [3.089, 1.058, -0.390], [-1.802, 2.915, -4.442], [4.504, -0.519, 3.306], [-2.200, -0.372, 3.539], [2.171, -3.171, 0.855], [4.852, 0.795, 1.232], [-2.758, -0.577, 5.930], [-3.831, 1.814, -3.699], [-1.985, -3.834, 1.647], [-3.099, -2.772, -4.585], [-0.152, -5.833, -4.333], [1.263, -3.235, -3.114], [-2.252, -3.809, -2.190], [-1.564, -2.223, 7.344], [2.395, -5.507, 0.094], [0.844, 5.161, 1.198], [1.793, 0.944, -2.908], [0.112, 4.925, 3.544], [-0.714, 0.821, 2.711], [-1.818, -4.294, -4.579], [0.166, -3.677, 6.337], [-0.940, 1.382, -4.289], [-4.001, 1.189, -2.045], [-0.580, 2.643, 4.348], [2.866, 2.927, -3.990], [1.012, -1.807, -4.125], [-1.489, 3.918, -1.650], [-0.639, -3.737, -1.497], [-3.126, 0.249, -3.250], [1.537, 5.265, -0.655], [-0.304, 2.841, -3.508]],
  "lowdin_charge": [0.94, 0.42, 0.50, 0.79, 0.97, -0.05, -0.06, 0.00, -0.04, -0.27, 0.00, -0.45, -0.08, -0.03, -0.40, -0.09, -0.18, -0.50, 0.00, -0.21, -0.26, -0.10, -0.22, -0.08, -0.44, -0.05, -0.08, -0.17, -0.09, -0.47, -0.04, -0.05, -0.04, -0.57, -0.02, -0.08, -0.12, -0.09, -0.15, -0.08, -0.10, -0.22, -0.12, -0.68, -0.03, -0.33, -0.08, 0.13, 0.10, 0.09, 0.06, 0.11, 0.10, 0.11, 0.03, 0.13, 0.10, 0.08, 0.09, 0.10, 0.00, 0.10, 0.10, 0.10, 0.09, 0.11, 0.07, 0.09, 0.06, 0.07, 0.10, 0.10, 0.10, 0.06, 0.12, 0.00, 0.12, 0.10, 0.08, 0.06, 0.12, 0.11, 0.07, 0.07, 0.05, 0.04, 0.10, 0.06]
}

Entry 2:
{
  "formula": "C19H18BClN8Ni",
  "method": "wB97M-V/def2-TZVPD",
  "e_tot_ev": -86150.8729,
  "spin_multiplicity": 4,
  "e_homo_ev": [-11.586, -11.778],
  "largest_force_ev_per_a": 4.03,
  "charge": 1,
  "orbital_gap_ev": [9.3, 6.2],
  "species": ["Ni", "Cl", "N", "N", "N", "N", "N", "N", "N", "N", "C", "C", "C", "C", "C", "C", "C", "C", "C", "C", "C", "C", "C", "C", "C", "C", "C", "C", "C", "B", "H", "H", "H", "H", "H", "H", "H", "H", "H", "H", "H", "H", "H", "H", "H", "H", "H", "H"],
  "coordinates": [[-0.999, -0.183, -0.416], [-1.069, -4.654, -5.837], [-1.006, -0.047, 1.511], [-0.539, 1.575, -0.525], [2.430, 1.757, 2.083], [2.318, 2.364, 3.315], [1.735, -0.029, 0.336], [0.775, -0.754, -0.454], [-0.017, 0.659, 2.174], [0.556, 2.116, 0.255], [-1.575, -2.306, -4.727], [0.262, 3.367, 0.508], [-1.858, -0.514, 2.499], [3.562, 2.300, 1.422], [-2.382, -3.472, -2.288], [2.644, -0.998, 0.748], [-1.665, -3.734, -4.579], [4.127, 3.271, 2.253], [-2.166, -4.278, -3.410], [-0.420, 0.893, 3.445], [-0.932, 3.781, -0.198], [-1.330, 2.577, -0.822], [1.241, -2.032, -0.605], [-1.530, 0.115, 3.745], [-2.663, -1.172, -1.304], [3.278, 3.272, 3.418], [-1.863, -1.522, -3.648], [-2.288, -2.078, -2.387], [2.372, -2.271, 0.129], [1.201, 1.140, 1.350], [-3.086, -0.254, -1.692], [3.937, 2.074, 0.438], [3.431, -0.681, 1.424], [0.811, 3.893, 1.273], [2.839, -3.259, 0.350], [-1.440, 4.752, -0.100], [-2.161, 2.363, -1.531], [0.584, -2.704, -1.146], [-2.033, 0.136, 4.695], [-3.099, -1.631, -0.409], [0.243, 1.459, 4.137], [3.447, 3.808, 4.357], [-2.479, -3.982, -1.343], [-2.400, -5.351, -3.436], [4.991, 3.889, 2.142], [-2.521, -1.302, 2.303], [-1.807, -0.444, -3.716], [-1.459, -1.908, -5.738]],
  "nbo_charge": [1.39, 0.13, -0.43, -0.46, -0.43, -0.29, -0.35, -0.45, -0.37, -0.35, -0.21, 0.07, 0.01, -0.04, -0.16, 0.06, -0.01, -0.32, -0.23, 0.03, -0.36, 0.02, 0.01, -0.33, -0.67, -0.03, -0.17, -0.03, -0.35, 0.97, 0.24, 0.23, 0.24, 0.25, 0.26, 0.26, 0.22, 0.22, 0.25, 0.24, 0.28, 0.22, 0.23, 0.25, 0.24, 0.22, 0.22, 0.25]
}

Entry 3:
{
  "formula": "C4H5N2O",
  "method": "wB97M-V/def2-TZVPD",
  "e_tot_ev": -9242.7727,
  "e_homo_ev": [-14.139, -13.496],
  "e_above_lowest_kcal_mol": 126.3,
  "largest_force_ev_per_a": 4.24,
  "charge": 1,
  "orbital_gap_ev": [7.9, 6.9],
  "species": ["O", "N", "N", "C", "C", "C", "C", "H", "H", "H", "H", "H"],
  "coordinates": [[-0.955, -0.386, 0.442], [1.081, -1.378, 0.014], [2.017, 1.917, 0.227], [2.018, 0.767, -0.166], [-0.154, -0.959, -0.334], [2.019, -0.515, -0.291], [-2.265, 0.046, 0.018], [2.767, 2.560, 0.407], [-3.009, 0.128, 0.790], [1.199, -2.397, 0.053], [-2.645, -0.769, -0.632], [-2.073, 0.986, -0.528]],
  "nbo_charge": [-0.39, -0.48, -0.47, 0.38, 0.54, 0.07, -0.26, 0.45, 0.24, 0.47, 0.22, 0.23]
}

Which formula does entry 2 have? C19H18BClN8Ni